Record 1
The following is a quantum chemistry calculation of a cluster of 2 separate species, C16H23BFINO6 in total at a distorted geometry, from OMol25.

Each line ends with the natural charge from an NBO analysis.
Geometry (Å):
C (3.961, 2.299, 0.006)  -0.63
C (3.057, 2.269, -1.351)  -0.24
C (4.043, 2.672, -2.560)  -0.62
C (2.500, 0.758, -1.504)  -0.43
C (0.904, 0.634, -1.570)  0.06
O (0.735, -0.814, -1.733)  -0.75
B (0.534, -1.534, -0.465)  1.00
O (1.700, -1.795, 0.418)  -0.98
C (-0.188, -3.022, -0.541)  -0.73
C (0.906, -4.183, -0.868)  0.07
F (1.120, -5.055, 0.292)  -0.42
O (-0.218, -0.505, 0.339)  -0.77
C (0.010, 0.808, -0.223)  0.17
I (0.586, 2.260, 1.302)  0.07
C (-1.502, 1.257, -0.586)  0.18
C (-2.409, 0.307, -1.392)  -0.25
C (-3.897, 0.574, -1.784)  -0.19
C (-4.374, 1.995, -1.287)  -0.29
C (-3.321, 2.824, -0.533)  0.02
N (-1.985, 2.524, -0.164)  -0.46
H (4.104, 3.377, 0.400)  0.20
H (3.498, 1.660, 0.848)  0.23
H (4.977, 1.796, -0.225)  0.19
H (2.204, 3.041, -1.257)  0.21
H (3.537, 3.376, -3.306)  0.21
H (4.961, 3.186, -2.081)  0.20
H (4.454, 1.728, -3.073)  0.20
H (2.964, 0.135, -0.659)  0.25
H (2.931, 0.318, -2.484)  0.21
H (0.375, 1.250, -2.372)  0.19
H (1.541, -1.269, 1.238)  0.47
H (-0.637, -3.320, 0.479)  0.22
H (-0.981, -3.111, -1.363)  0.19
H (0.507, -4.881, -1.694)  0.14
H (1.897, -3.762, -1.243)  0.18
H (-1.953, -0.697, -1.719)  0.25
H (-4.547, -0.139, -2.381)  0.23
H (-5.445, 2.362, -1.489)  0.22
H (-3.685, 3.873, -0.213)  0.19
C (-1.657, -2.058, 3.788)  -0.10
C (-2.044, -1.018, 2.783)  -0.11
O (-3.292, -0.544, 3.278)  -0.48
C (-3.318, -0.801, 4.612)  0.97
O (-4.152, -0.383, 5.368)  -0.60
O (-2.275, -1.595, 4.983)  -0.50
H (-0.576, -2.134, 3.914)  0.21
H (-2.056, -3.047, 3.544)  0.18
H (-1.337, -0.186, 2.748)  0.20
H (-2.155, -1.430, 1.779)  0.23

Gap between HOMO and LUMO, eV: 8.289
Net charge: -1



Record 2
The following is a quantum chemistry calculation of a structure of composition C16H23BrIN3O10P2SV at a distorted geometry, from OMol25.

Each line ends with the Mulliken spin population.
Geometry (Å):
V (-1.054, 0.615, -0.433)  1.06
N (-3.404, -0.659, -3.579)  0.00
C (-3.078, -1.607, -2.439)  -0.01
C (-3.760, -2.949, -2.697)  0.00
P (-1.218, -1.730, -2.477)  0.00
O (-0.853, -3.219, -2.156)  0.00
O (-0.799, -1.131, -3.753)  0.00
O (-0.675, -0.993, -1.182)  -0.03
P (-3.710, -0.817, -0.905)  0.00
O (-3.015, -1.666, 0.250)  0.00
O (-5.158, -0.680, -0.854)  0.00
O (-2.865, 0.499, -0.980)  0.01
H (-2.545, -0.588, -4.167)  0.00
H (-3.648, 0.280, -3.251)  0.00
H (-4.183, -1.015, -4.137)  0.00
H (-3.469, -3.366, -3.662)  0.00
H (-4.844, -2.828, -2.665)  0.00
H (-3.474, -3.663, -1.927)  0.00
H (-0.519, -3.753, -2.892)  0.00
H (-3.637, -2.058, 0.881)  0.00
N (-2.724, 3.711, -0.280)  0.00
C (-1.681, 3.467, -1.037)  0.00
O (-1.296, 2.286, -1.259)  -0.01
C (-0.979, 4.636, -1.664)  0.00
I (0.833, 4.146, -2.628)  0.00
H (-3.208, 2.956, 0.189)  0.00
H (-2.998, 4.658, -0.067)  0.00
H (-0.763, 5.368, -0.888)  0.00
H (-1.638, 5.090, -2.403)  0.00
C (3.323, -0.500, 5.681)  0.00
C (2.472, 0.152, 4.639)  0.00
C (1.549, -0.595, 3.899)  0.00
C (0.785, -0.006, 2.913)  0.00
C (0.946, 1.355, 2.671)  0.01
C (1.842, 2.133, 3.400)  0.00
C (2.595, 1.519, 4.381)  0.00
S (0.098, 2.110, 1.377)  0.00
O (-1.345, 1.556, 1.271)  -0.03
O (0.221, 3.522, 1.372)  0.00
O (0.571, 1.448, 0.076)  0.00
H (2.932, -1.473, 5.969)  0.00
H (3.400, 0.125, 6.569)  0.00
H (4.334, -0.643, 5.295)  0.00
H (1.431, -1.650, 4.107)  0.00
H (0.065, -0.599, 2.362)  0.00
H (1.938, 3.192, 3.206)  0.00
H (3.294, 2.110, 4.959)  0.00
Br (4.794, -3.600, 1.126)  0.00
C (4.021, -2.429, -0.133)  0.00
C (4.604, -2.218, -1.372)  0.00
C (3.978, -1.333, -2.236)  0.00
C (2.810, -0.709, -1.828)  0.00
N (2.247, -0.915, -0.640)  0.00
C (2.848, -1.761, 0.188)  0.00
H (5.517, -2.726, -1.649)  0.00
H (4.396, -1.124, -3.211)  0.00
H (2.309, -0.006, -2.486)  0.00
H (2.388, -1.921, 1.157)  0.00

Gap between HOMO and LUMO (alpha / beta), eV: 4.861 / 5.431
2S+1: 2
Net charge: +2